No. 1
A structure of composition C44H43N8OS2SiTi, computed with ωB97M-V/def2-TZVPD.

The geometry in ORCA input format:
```
! wB97M-V def2-TZVPD RIJCOSX def2/J DEFGRID3
* xyz 1 3
Ti 0.04 0.25 0.80
C 1.74 1.42 3.36
N 1.52 0.11 2.75
C 0.99 -0.82 3.76
C -0.51 -0.73 3.88
C -1.18 -1.34 4.93
C -2.56 -1.32 4.95
C -3.23 -0.68 3.92
C -2.50 -0.09 2.92
N -1.15 -0.10 2.90
C 2.75 -0.41 2.15
C 2.43 -1.67 1.39
C 3.32 -2.71 1.26
C 2.95 -3.83 0.53
C 1.68 -3.87 -0.03
C 0.84 -2.78 0.15
N 1.20 -1.69 0.84
C 1.84 2.49 2.32
C 2.49 3.68 2.57
C 2.49 4.67 1.60
C 1.85 4.41 0.40
C 1.25 3.18 0.22
N 1.23 2.22 1.16
H 0.89 1.65 4.01
H 2.63 1.42 4.01
H 1.24 -1.84 3.46
H 1.47 -0.66 4.73
H -0.61 -1.84 5.71
H -3.10 -1.81 5.74
H -4.31 -0.66 3.88
H -2.97 0.41 2.08
H 3.14 0.34 1.45
H 3.53 -0.60 2.90
H 4.30 -2.64 1.72
H 3.63 -4.65 0.40
H 1.34 -4.71 -0.60
H -0.15 -2.77 -0.28
H 2.99 3.84 3.52
H 2.98 5.61 1.77
H 1.84 5.12 -0.41
H 0.79 2.92 -0.73
N -1.55 0.46 -4.67
C -1.48 1.56 -3.85
N -1.66 1.51 -2.56
C -1.60 2.78 -2.03
C -1.33 3.78 -2.92
S -1.19 3.14 -4.50
C -1.96 3.11 -0.64
C -2.70 4.22 -0.41
S -2.80 4.55 1.27
C -1.85 3.14 1.57
N -1.52 2.45 0.51
N -1.42 2.88 2.84
H -1.34 -0.42 -4.23
H -1.17 0.56 -5.60
H -1.22 4.83 -2.72
H -3.19 4.85 -1.13
H -1.96 3.31 3.58
H -1.21 1.90 3.02
C -3.44 -0.85 -1.16
C -2.51 -1.36 -0.10
O -1.48 -0.60 0.23
C -2.77 -2.58 0.60
C -1.95 -3.04 1.66
C -2.23 -4.21 2.33
C -3.33 -4.99 1.96
C -4.15 -4.56 0.92
C -3.88 -3.38 0.25
H -3.05 0.08 -1.56
H -4.44 -0.69 -0.76
H -3.53 -1.56 -1.98
H -1.10 -2.45 1.96
H -1.59 -4.54 3.13
H -3.54 -5.91 2.48
H -5.00 -5.15 0.63
H -4.53 -3.07 -0.55
C 3.38 3.45 -4.28
C 3.77 3.39 -2.94
C 3.21 2.43 -2.11
C 2.26 1.51 -2.57
C 1.91 1.58 -3.92
C 2.46 2.54 -4.76
Si 1.57 0.19 -1.39
C 1.11 -1.26 -2.54
C -0.22 -1.68 -2.68
C -0.56 -2.78 -3.45
C 0.43 -3.49 -4.12
C 1.76 -3.08 -4.02
C 2.08 -1.98 -3.23
H 3.82 4.20 -4.93
H 4.51 4.08 -2.56
H 3.56 2.37 -1.08
H 1.22 0.86 -4.33
H 2.18 2.57 -5.81
H 2.89 -0.29 -0.83
H -0.99 -1.14 -2.15
H -1.60 -3.10 -3.53
H 0.18 -4.35 -4.73
H 2.53 -3.62 -4.54
H 3.12 -1.67 -3.16
*
```

The calculation puts the HOMO energy (alpha / beta) at -8.2 / -9.4 eV. For the lowest unoccupied orbital energy (alpha / beta), the calculation gives -2.220 / -2.377 eV. As for the HOMO-LUMO gap (alpha / beta): 6.00 / 7.01 eV. The expectation value of S² is 2.04.

=====

No. 2
A cluster of 12 separate species, C44H44F8N4O24 in total at a distorted geometry, computed with ωB97M-V/def2-TZVPD.

The geometry in ORCA input format:
```
! wB97M-V def2-TZVPD RIJCOSX def2/J DEFGRID3
* xyz 0 1
O 10.38 20.59 20.04
C 10.86 19.62 20.53
O 10.73 19.20 21.80
C 11.57 18.03 21.87
C 11.84 17.59 20.50
F 10.86 16.67 20.25
O 11.50 18.76 19.72
H 12.44 18.36 22.46
H 11.11 17.25 22.46
H 12.87 17.29 20.26
O 11.18 19.55 13.73
C 12.06 19.52 12.89
O 12.10 18.75 11.81
C 13.33 18.90 11.12
C 14.10 19.79 12.05
F 14.58 20.84 11.40
O 13.19 20.26 12.97
H 13.86 17.93 10.91
H 13.09 19.48 10.23
H 14.88 19.28 12.60
O 15.23 12.14 11.71
C 14.82 12.34 12.80
O 13.70 11.74 13.25
C 13.67 11.84 14.63
C 14.66 13.02 14.92
F 15.58 12.67 15.89
O 15.35 13.21 13.63
H 12.63 11.97 14.97
H 14.18 10.96 15.05
H 14.24 13.91 15.28
O 13.41 18.42 15.46
C 13.05 19.40 16.05
O 11.81 19.55 16.45
C 11.60 20.83 17.07
C 12.99 21.44 17.09
F 13.49 21.57 18.34
O 13.78 20.53 16.34
H 10.95 21.31 16.33
H 11.11 20.64 18.03
H 13.08 22.41 16.68
O 8.88 9.57 12.64
C 8.34 10.42 13.23
O 7.63 11.42 12.67
C 7.60 12.48 13.57
C 7.80 11.83 14.91
F 6.64 11.50 15.64
O 8.32 10.58 14.58
H 8.37 13.21 13.31
H 6.68 12.94 13.48
H 8.43 12.43 15.56
O 11.80 13.82 21.11
C 12.36 12.95 20.51
O 12.05 12.48 19.31
C 13.01 11.48 18.88
C 14.14 11.56 20.00
F 15.35 12.02 19.43
O 13.64 12.51 20.91
H 12.48 10.47 18.86
H 13.37 11.85 17.92
H 14.29 10.62 20.56
O 11.02 12.79 12.18
C 11.54 11.97 11.52
O 11.44 10.65 11.61
C 12.44 10.05 10.76
C 12.92 11.16 9.87
F 12.41 11.02 8.68
O 12.49 12.34 10.56
H 13.16 9.71 11.44
H 12.09 9.21 10.12
H 14.00 11.23 9.89
O 7.20 15.05 15.24
C 7.88 15.98 14.93
O 8.56 15.96 13.73
C 9.19 17.23 13.62
C 8.91 18.00 14.96
F 8.06 19.10 14.76
O 8.12 17.06 15.71
H 10.29 17.19 13.37
H 8.68 17.78 12.87
H 9.77 18.36 15.42
C 17.06 15.90 17.97
C 16.68 14.98 18.98
C 15.47 15.17 19.60
N 14.71 16.24 19.35
C 15.08 17.09 18.39
C 16.27 16.95 17.66
H 17.96 15.70 17.39
H 17.34 14.18 19.31
H 15.22 14.49 20.50
H 14.43 18.01 18.28
H 16.59 17.72 16.98
C 9.66 16.01 9.02
C 10.49 15.29 9.84
C 11.82 15.68 10.00
N 12.29 16.77 9.44
C 11.47 17.43 8.60
C 10.18 17.07 8.33
H 8.63 15.65 9.12
H 10.18 14.47 10.40
H 12.44 15.04 10.60
H 11.98 18.23 8.06
H 9.65 17.55 7.58
C 9.79 7.95 15.98
C 9.49 8.78 17.07
C 10.17 9.93 17.24
N 11.23 10.32 16.47
C 11.50 9.54 15.45
C 10.90 8.29 15.21
H 9.16 7.10 15.70
H 8.75 8.48 17.81
H 9.98 10.49 18.13
H 12.41 9.77 14.88
H 11.27 7.76 14.33
C 11.59 15.57 17.22
C 10.65 14.66 17.61
C 10.20 13.74 16.70
N 10.58 13.76 15.41
C 11.50 14.68 15.02
C 12.03 15.59 15.89
H 11.91 16.40 17.95
H 10.29 14.67 18.65
H 9.52 12.91 16.92
H 11.82 14.57 13.99
H 12.86 16.25 15.61
*
```

The structure (SMILES) is O=C1OC[C@@H](F)O1.O=C1OC[C@@H](F)O1.O=C1OC[C@@H](F)O1.O=C1OC[C@@H](F)O1.O=C1OC[C@@H](F)O1.O=C1OC[C@@H](F)O1.O=C1OC[C@@H](F)O1.O=C1OC[C@@H](F)O1.c1ccncc1.c1ccncc1.c1ccncc1.c1ccncc1. The calculation puts the HOMO energy at -9.7 eV. For the lowest unoccupied orbital energy, the calculation gives 0.330 eV. As for the HOMO-LUMO gap: 10.06 eV.